{
  "formula": "C3H5BeO2",
  "method": "ωB97M-V/def2-TZVPD",
  "e_lumo_ev": [-0.4215, -0.3912],
  "total_energy_ev": -7682.995,
  "homo_ha": [-0.229, -0.360],
  "orbital_gap_ev": [5.82, 9.40],
  "de_lowest_kcal_mol": 9.4,
  "spin_multiplicity": 2,
  "elements": ["H", "O", "C", "O", "C", "H", "H", "C", "H", "H", "Be"],
  "xyz": [[-1.06, 0.40, 1.13], [0.83, 0.66, -1.34], [-0.39, 0.32, -1.11], [-0.48, -0.82, -0.47], [-0.73, -0.80, 0.94], [-1.44, -1.60, 1.16], [0.21, -0.91, 1.48], [0.95, 2.12, -1.62], [1.81, 2.44, -1.01], [1.26, 2.18, -2.67], [-0.84, 2.00, -0.92]],
  "lowdin_spin": [0.04, 0.12, 0.28, 0.05, 0.04, 0.00, 0.00, 0.05, 0.00, 0.00, 0.42]
}